No. 1
The following is a DFT calculation (wB97M-V/def2-TZVPD) of a structure of composition C47H34Cl5N7OP2PbS3Se2.

Structure (XYZ):
```
102
Properties=species:S:1:pos:R:3:forces:R:3
Pb -2.2481 -1.8839 -1.6396 0.2 0.5 -0.1
N -5.8440 -5.0262 -0.5287 0.0 -0.1 0.0
C -4.8483 -4.0738 -0.5038 0.2 0.1 0.2
S -3.5674 -4.3167 -1.6482 -0.2 -0.1 -0.1
N -5.0097 -3.1667 0.4190 -0.4 -0.2 0.2
N -4.2299 -2.0611 0.3634 0.1 0.0 -0.2
C -4.1396 -1.3274 1.4141 0.0 -0.1 0.0
C -4.6999 -1.7058 2.7422 -0.2 0.0 0.0
C -4.5575 -2.9991 3.2470 0.1 0.0 0.1
C -5.1214 -3.3502 4.4644 0.0 0.0 0.0
C -5.8460 -2.4199 5.1980 0.0 0.0 0.0
C -5.9928 -1.1294 4.7085 0.0 0.0 0.0
C -5.4235 -0.7772 3.4932 0.0 -0.1 -0.1
C -3.4867 0.0000 1.2483 0.1 0.1 0.0
C -2.7883 0.6067 2.2906 -0.1 -0.1 0.0
C -2.1829 1.8313 2.0721 0.0 0.1 0.0
C -2.3039 2.4259 0.8261 0.0 0.0 0.0
C -3.0046 1.7452 -0.1585 0.0 -0.1 0.0
N -3.5807 0.5639 0.0389 -0.1 0.0 0.0
H -5.6069 -5.8991 -0.9643 0.0 0.0 0.0
H -6.4330 -5.0537 0.2881 0.0 0.0 0.0
H -3.9886 -3.7240 2.6825 0.0 0.0 0.0
H -4.9975 -4.3576 4.8444 0.0 0.0 0.0
H -6.2892 -2.6967 6.1473 0.0 0.0 0.0
H -6.5524 -0.3946 5.2757 0.0 0.0 0.0
H -5.5489 0.2276 3.1092 0.0 0.0 0.0
H -2.6699 0.0957 3.2364 0.0 0.0 0.0
H -1.5981 2.3027 2.8528 0.0 0.0 0.0
H -1.8397 3.3798 0.6107 0.0 0.0 0.0
H -3.0951 2.1575 -1.1593 0.0 0.0 0.0
Se 1.7445 3.0847 3.4880 -0.1 0.1 0.1
P 2.4562 1.5424 2.2164 0.2 0.1 -0.2
C 3.2470 0.1821 3.1316 -0.1 0.0 0.0
C 3.9609 0.4884 4.2871 0.0 -0.1 0.0
C 4.6755 -0.5049 4.9420 0.0 0.0 0.0
C 4.6778 -1.8035 4.4452 0.0 0.0 0.0
C 3.9534 -2.1106 3.3018 0.0 0.0 0.0
C 3.2369 -1.1205 2.6434 0.0 -0.1 0.0
C 3.8455 2.1106 1.1697 -0.1 0.0 0.0
C 4.6141 1.1671 0.4874 0.1 0.1 0.0
C 5.7268 1.5733 -0.2324 0.0 -0.1 0.2
C 6.0613 2.9192 -0.2996 0.0 0.1 0.1
C 5.2874 3.8618 0.3620 0.0 0.0 0.0
C 4.1891 3.4547 1.1100 0.0 0.0 -0.1
C 1.2094 0.7695 1.1961 -0.2 -0.2 0.0
C 0.6602 0.7653 -0.1037 0.1 0.0 0.3
N -0.3184 -0.1624 -0.0910 0.1 0.2 0.1
N -0.3828 -0.6836 1.1172 0.1 0.0 0.0
N 0.5101 -0.1345 1.9166 -0.1 -0.1 -0.2
P 0.9444 1.5860 -1.6655 0.2 0.1 0.0
Se -0.3469 1.0103 -3.2235 -0.3 -0.1 -0.1
C 2.6588 1.1932 -2.1244 0.0 0.0 0.0
C 3.4941 2.1092 -2.7572 0.0 -0.1 0.0
C 4.7292 1.6949 -3.2354 0.0 0.0 -0.1
C 5.1327 0.3744 -3.0780 -0.1 0.0 -0.1
C 4.3000 -0.5392 -2.4437 0.0 0.0 -0.1
C 3.0593 -0.1346 -1.9759 -0.1 0.1 0.0
C 0.8818 3.3958 -1.4065 0.0 0.0 0.0
C 0.8869 3.9715 -0.1427 0.0 -0.1 0.0
C 0.8137 5.3501 0.0072 0.0 0.0 0.0
C 0.7332 6.1649 -1.1109 0.0 0.0 0.0
C 0.7091 5.5970 -2.3804 0.0 0.0 0.0
C 0.7717 4.2197 -2.5278 0.1 0.0 0.0
H 3.9400 1.5013 4.6706 0.0 0.0 0.0
H 5.2282 -0.2650 5.8434 0.0 0.0 0.0
H 5.2433 -2.5772 4.9528 0.0 0.0 0.0
H 3.9297 -3.1181 2.9015 0.0 0.1 0.0
H 2.6706 -1.3871 1.7589 0.0 0.0 0.0
H 4.3497 0.1169 0.5200 0.0 0.0 0.0
H 6.3240 0.8356 -0.7521 0.0 0.1 0.1
H 6.9280 3.2318 -0.8723 0.0 0.0 0.0
H 5.5368 4.9152 0.3027 0.0 0.0 0.0
H 3.5980 4.1725 1.6657 0.0 0.0 0.0
H 3.1843 3.1394 -2.8772 0.0 0.0 0.0
H 5.3795 2.4062 -3.7327 0.0 0.0 0.0
H 6.0993 0.0585 -3.4551 0.0 0.0 0.0
H 4.5952 -1.5740 -2.3106 -0.1 0.0 0.0
H 2.3969 -0.8608 -1.5121 0.1 0.0 0.0
H 0.9084 3.3521 0.7408 0.0 0.0 0.1
H 0.8087 5.7740 1.0051 0.0 0.0 0.0
H 0.6655 7.2410 -0.9969 0.0 0.0 0.0
H 0.6245 6.2281 -3.2570 0.0 0.0 0.0
H 0.7116 3.7661 -3.5102 0.0 0.0 0.0
Cl -4.2743 0.2789 -3.2997 0.0 0.1 0.1
C -3.5910 -0.7574 -4.5255 0.1 -0.2 -0.1
C -2.7674 -1.7952 -4.1185 -0.1 0.0 -0.1
C -2.3344 -2.6479 -5.1218 -0.1 0.1 -0.1
Cl -1.3507 -4.0161 -4.6992 0.0 -0.1 0.0
C -2.6611 -2.4677 -6.4678 0.0 0.0 0.1
Cl -2.1103 -3.5706 -7.6851 0.0 0.0 0.0
C -3.4602 -1.3890 -6.8378 0.0 0.0 0.1
Cl -3.8713 -1.1317 -8.4980 0.0 0.0 0.0
C -3.9406 -0.5277 -5.8552 0.0 0.0 0.0
Cl -4.9792 0.7866 -6.2985 0.0 0.0 0.0
C -0.6824 -4.0328 0.6683 0.0 -0.1 -0.1
O 0.7397 -3.9409 0.5579 -0.1 0.0 0.1
C 1.2917 -3.4769 -0.5667 0.0 0.1 -0.1
S 2.9738 -3.3982 -0.5597 0.0 -0.1 0.2
S 0.3650 -3.0481 -1.9317 0.2 -0.2 -0.1
H -0.8663 -4.5942 1.5835 0.0 0.0 0.0
H -1.1148 -4.5568 -0.1845 0.1 0.0 0.0
H -1.1165 -3.0366 0.7605 0.0 0.0 0.1
```
Positions in Å, forces in eV/Å.

## Properties
LUMO level = 0.1376 Ha
HOMO energy = -2.508 eV
Kohn-Sham gap = 6.25 eV
Charge = -2
Maximum force = 0.0112 Eh/bohr

Löwdin atomic charge list, values in e, 4 entries:
1 Pb 0.943
2 N 0.028
3 C -0.881
4 S 0.488

No. 2
The following is a DFT calculation (wB97M-V/def2-TZVPD) of a structure of composition C47H34MnN4O6PS.

Structure (XYZ):
```
94
Properties=species:S:1:pos:R:3:forces:R:3
Mn 0.0065 0.6487 -1.2629 -0.3 -0.5 -0.1
C -5.5134 -3.4861 10.5488 0.0 0.0 0.0
O -4.1502 -3.5330 10.1553 0.0 0.0 0.0
C -3.8306 -3.0805 8.9254 0.0 0.0 0.0
C -4.7465 -2.5587 8.0167 0.0 0.0 0.0
C -4.3032 -2.1217 6.7760 0.0 0.0 0.0
C -2.9636 -2.1938 6.4223 0.0 0.0 0.0
C -2.0548 -2.7209 7.3453 0.0 0.0 0.0
C -2.4794 -3.1578 8.5774 0.0 0.0 0.0
C -2.4685 -1.7407 5.1215 0.0 0.0 0.0
N -1.2196 -1.8192 4.7195 0.0 0.0 0.0
C -1.2135 -1.2877 3.4599 0.1 0.0 0.0
C -2.4702 -0.8816 3.0857 -0.1 0.1 -0.1
N -3.2705 -1.1756 4.1632 0.0 0.0 0.0
C -2.7604 -0.2963 1.8160 0.0 0.0 0.1
C -4.0168 0.1504 1.3808 0.0 0.0 0.0
C -4.1304 0.7068 0.1350 0.0 0.0 -0.1
C -3.0010 0.8052 -0.6827 0.0 0.0 -0.1
N -1.8116 0.3745 -0.3034 0.0 0.0 0.4
C -1.6766 -0.1533 0.9384 0.2 0.0 -0.1
C -0.3416 -0.5487 1.3324 -0.1 0.1 -0.2
N 0.6482 -0.3163 0.4387 -0.1 0.1 0.2
C 1.8734 -0.6943 0.7501 0.1 0.0 0.0
C 2.2037 -1.2845 1.9714 0.0 0.0 0.0
C 1.2167 -1.4899 2.9002 0.0 0.0 0.0
C -0.0969 -1.1238 2.5782 0.0 -0.1 0.1
H -5.5494 -3.9013 11.5509 0.0 0.0 0.0
H -6.1361 -4.0890 9.8842 0.0 0.0 0.0
H -5.8826 -2.4584 10.5687 0.0 0.0 0.0
H -5.7957 -2.4887 8.2605 0.0 0.0 0.0
H -5.0430 -1.7243 6.0904 0.0 0.0 0.0
H -1.0102 -2.7784 7.0719 0.0 0.0 0.0
H -1.7845 -3.5668 9.2985 0.0 0.0 0.0
H -4.2579 -1.0134 4.2461 0.0 0.0 0.0
H -4.8840 0.0639 2.0235 0.0 0.0 0.0
H -5.0797 1.0707 -0.2311 0.0 0.0 0.0
H -3.0588 1.2321 -1.6745 0.0 0.0 0.0
H 2.6423 -0.5131 0.0133 0.0 0.0 0.0
H 3.2309 -1.5582 2.1657 0.0 0.0 0.0
H 1.4212 -1.9278 3.8681 0.0 0.0 0.0
O -0.0343 -1.3199 -1.9403 0.2 0.1 0.1
C 0.9017 -0.6592 -2.2965 -0.1 0.1 -0.3
C 1.9645 -0.6889 -3.2692 0.0 0.0 0.1
C 2.3080 -1.7670 -4.0811 0.0 0.0 0.0
C 3.2444 -1.5438 -5.0729 0.1 0.0 0.0
C 3.8045 -0.2758 -5.2443 0.0 0.0 0.0
C 3.4562 0.7943 -4.4260 0.0 0.0 0.0
C 2.5314 0.5786 -3.4196 -0.1 -0.1 0.1
P 1.8849 1.6957 -2.1319 0.4 0.1 -0.1
C 3.2585 1.7653 -0.9328 0.0 -0.1 0.0
C 3.2182 2.7411 0.0626 -0.1 0.0 0.0
C 4.2049 2.7936 1.0317 0.0 0.0 0.0
C 5.2548 1.8839 1.0090 0.0 0.0 0.0
C 5.3193 0.9273 0.0070 0.0 0.0 0.0
C 4.3243 0.8655 -0.9594 0.0 0.0 -0.1
C 1.9224 3.3975 -2.7789 0.0 0.0 -0.1
C 0.7964 4.1412 -3.1144 -0.1 0.0 0.1
C 0.9366 5.4114 -3.6555 0.0 0.0 0.0
C 2.1949 5.9463 -3.8801 0.0 0.0 0.0
C 3.3248 5.2134 -3.5432 0.0 0.0 0.0
C 3.1921 3.9532 -2.9854 0.0 -0.1 0.0
H 1.8287 -2.7299 -3.9640 0.0 0.0 0.0
H 3.5256 -2.3485 -5.7386 0.0 0.0 0.0
H 4.5244 -0.1235 -6.0381 0.0 0.0 0.0
H 3.8932 1.7720 -4.5796 0.0 0.0 0.0
H 2.4217 3.4727 0.0679 0.0 0.0 0.0
H 4.1560 3.5504 1.8030 0.0 0.0 0.0
H 6.0274 1.9302 1.7651 0.0 0.0 0.0
H 6.1461 0.2301 -0.0289 0.0 0.0 0.0
H 4.3952 0.1164 -1.7396 0.0 0.0 0.0
H -0.1899 3.7397 -2.9507 0.0 0.0 0.0
H 0.0503 5.9810 -3.9013 0.0 0.0 0.0
H 2.2970 6.9356 -4.3062 0.0 0.0 0.0
H 4.3125 5.6257 -3.7015 0.0 0.0 0.0
H 4.0852 3.4102 -2.7036 0.0 0.0 0.0
O -1.2861 -3.9729 -7.5709 0.0 0.0 0.0
C -0.3031 -3.0828 -7.3292 0.0 0.0 0.0
O 0.7612 -3.1937 -7.8693 0.0 0.0 0.0
C -0.6008 -1.9850 -6.3562 0.0 0.0 0.0
C -1.4994 -2.1301 -5.3024 0.1 0.0 0.0
C -1.6548 -1.1142 -4.3717 0.0 0.0 0.0
C -0.9178 0.0627 -4.4865 0.1 0.0 0.0
S -1.0593 1.3381 -3.2747 -0.1 0.2 0.3
C -0.0539 0.2221 -5.5715 -0.1 0.0 -0.1
C 0.1102 -0.7979 -6.4910 0.0 0.1 0.0
H -2.1177 -3.6836 -7.1769 0.0 0.0 0.0
H -2.0481 -3.0547 -5.1618 0.0 0.0 0.0
H -2.3264 -1.2432 -3.5325 0.0 0.0 0.0
H 0.4967 1.1490 -5.6753 0.0 0.0 0.0
H 0.8021 -0.6962 -7.3170 0.0 0.0 0.0
O 0.2885 2.2058 1.7013 0.0 0.0 0.0
C 0.0033 2.8465 0.7160 -0.2 -0.1 0.0
O -0.1048 2.4192 -0.5157 0.2 0.2 -0.2
H -0.2135 3.9265 0.7780 0.0 0.0 0.0
```
Positions in Å, forces in eV/Å.

## Properties
LUMO level (spin up / spin down) = -0.1272 / -0.1277 Ha
HOMO energy (spin up / spin down) = -9.912 / -9.913 eV
Kohn-Sham gap (spin up / spin down) = 6.45 / 6.44 eV
Charge = +1
2S+1 = 2
Maximum force = 0.0105 Eh/bohr

Löwdin atomic charge list, values in e, 4 entries:
1 Mn 0.369
2 C -0.069
3 O -0.067
4 C -0.277